Record 1
ORCA calculation (the ωB97M-V functional and the def2-TZVPD basis) on one molecule with the formula C3H8N2OS.

```
15
Properties=species:S:1:pos:R:3:lowdin_charge:R:1
S 2.679 -1.732 0.822 0.62
O 0.300 2.375 1.040 -0.17
C 1.726 -0.773 -0.056 -0.96
N 0.867 -1.361 -0.973 0.06
N 1.551 0.499 0.366 -0.01
C -0.591 1.939 2.026 -0.13
C 0.491 1.381 -0.001 -0.21
H 1.066 -2.299 -1.128 0.04
H -0.142 -1.200 -0.952 0.10
H 2.140 0.804 1.103 0.11
H -0.071 1.382 2.849 0.10
H -1.369 1.269 1.599 0.09
H -1.134 2.802 2.421 0.09
H 0.892 1.957 -0.906 0.15
H -0.468 0.894 -0.273 0.12
```

Gap between HOMO and LUMO   8.85 eV
Spin multiplicity   1
Highest occupied orbital energy   -0.3036 hartree
Energy above the lowest of the compared OMol25 structures with the same formula, charge and spin   164.83 kJ/mol
Electronic energy   -702.01473 a.u.
F_max   3.05 eV/Å

***

Record 2
ORCA calculation (the ωB97M-V functional and the def2-TZVPD basis) on one molecule with the formula C3H8N2OS.

```
15
Properties=species:S:1:pos:R:3:lowdin_charge:R:1
C 1.861 -0.801 -0.668 -0.11
C 1.157 -0.537 0.570 -0.30
C -0.557 0.786 -0.087 -0.63
H 2.948 -0.684 -0.657 0.08
H 1.487 -0.136 -1.555 0.10
H 1.437 -1.896 -0.931 0.13
H 1.347 -1.398 1.326 0.15
H 1.447 0.293 1.240 0.12
H -0.185 2.742 -0.284 0.11
H -2.623 1.551 0.192 0.05
H -3.239 -1.440 0.902 -0.10
N 0.217 1.748 -0.201 0.15
N -1.988 0.771 0.131 -0.33
O -0.254 -0.418 0.306 -0.08
S -3.056 -0.579 -0.283 0.67
```

Gap between HOMO and LUMO   10.01 eV
Spin multiplicity   1
Highest occupied orbital energy   -0.3401 hartree
Energy above the lowest of the compared OMol25 structures with the same formula, charge and spin   308.43 kJ/mol
Electronic energy   -701.96003 a.u.
F_max   4.95 eV/Å

***

Record 3
ORCA calculation (the ωB97M-V functional and the def2-TZVPD basis) on one molecule with the formula C3H8N2OS.

```
15
Properties=species:S:1:pos:R:3:lowdin_charge:R:1
C 0.304 -0.875 -0.987 -0.20
C -0.737 0.232 -0.062 -0.52
C 0.110 0.658 1.101 -0.10
N 1.490 -0.276 -1.355 -0.34
N -1.254 1.219 -0.803 0.09
O 3.293 1.251 -2.301 -0.57
S 1.972 0.700 -2.638 0.89
H 0.285 -1.640 -0.140 0.13
H -0.376 -1.334 -1.708 0.10
H -1.606 -0.438 0.432 0.15
H 0.214 -0.116 1.785 0.05
H -0.327 1.591 1.633 0.12
H 1.044 0.871 0.739 0.02
H 2.195 -0.196 -0.605 0.10
H -2.161 1.176 -1.293 0.06
```

Gap between HOMO and LUMO (alpha / beta)   8.17 / 7.28 eV
Spin multiplicity   1
Highest occupied orbital energy (alpha / beta)   -0.3171 / -0.2909 hartree
Energy above the lowest of the compared OMol25 structures with the same formula, charge and spin   509.52 kJ/mol
Electronic energy   -701.88344 a.u.
F_max   4.17 eV/Å

***

Record 4
ORCA calculation (the ωB97M-V functional and the def2-TZVPD basis) on a 2-piece molecular cluster, C3H8N2OS overall.

```
15
Properties=species:S:1:pos:R:3:lowdin_charge:R:1
C 2.974 -0.734 -0.688 0.01
C -1.038 1.145 -0.541 -0.80
C -2.679 0.100 0.761 -0.06
N 1.863 -0.259 -0.058 -0.26
N 0.820 -0.877 0.348 0.06
O -2.009 1.266 0.344 -0.22
S -0.012 2.351 -0.708 0.70
H 3.115 -1.824 -0.534 0.06
H 3.784 -0.092 -0.822 0.03
H -1.029 0.194 -1.098 0.08
H -3.675 0.482 0.963 0.09
H -2.078 -0.182 1.700 0.13
H -2.756 -0.451 -0.167 0.08
H 1.795 0.748 0.136 0.07
H 0.927 -1.867 0.363 0.03
```

Gap between HOMO and LUMO (alpha / beta)   6.73 / 7.88 eV
Spin multiplicity   3
Highest occupied orbital energy (alpha / beta)   -0.2227 / -0.3179 hartree
Energy above the lowest of the compared OMol25 structures with the same formula, charge and spin   250.27 kJ/mol
Electronic energy   -701.82790 a.u.
F_max   4.58 eV/Å
⟨S²⟩   2.007

***

Record 5
ORCA calculation (the ωB97M-V functional and the def2-TZVPD basis) on one molecule with the formula C3H8N2OS2.

```
16
Properties=species:S:1:pos:R:3:lowdin_charge:R:1
C 0.159 0.458 -0.073 -0.52
C 1.216 0.607 -2.398 -0.10
C 0.260 -0.113 -1.479 -0.20
N 1.018 1.292 0.365 0.18
N -1.972 -1.664 2.329 -0.43
O -0.889 -0.104 0.618 -0.40
S -0.458 0.254 3.356 0.50
S -0.594 -1.259 1.830 0.68
H 2.101 0.893 -1.833 0.07
H 0.652 1.541 -2.795 0.12
H 1.499 -0.006 -3.190 0.04
H -0.714 -0.308 -1.734 0.07
H 0.680 -1.212 -1.300 0.16
H 1.010 1.427 1.360 0.00
H -2.375 -2.557 2.004 0.01
H -1.593 0.754 2.938 -0.18
```

Gap between HOMO and LUMO   9.43 eV
Spin multiplicity   1
Highest occupied orbital energy   -0.3524 hartree
Energy above the lowest of the compared OMol25 structures with the same formula, charge and spin   320.97 kJ/mol
Electronic energy   -1100.13309 a.u.
F_max   4.16 eV/Å

***

Record 6
ORCA calculation (the ωB97M-V functional and the def2-TZVPD basis) on one molecule with the formula C3H8N2S.

```
14
Properties=species:S:1:pos:R:3:lowdin_charge:R:1
C -1.189 -1.307 -0.232 -0.05
C 0.090 -0.652 -0.025 -0.61
C -0.253 0.694 0.474 -0.41
H -1.504 -1.583 0.923 0.14
H -1.122 -2.211 -0.736 0.04
H -2.011 -0.414 -0.513 0.15
H -0.986 0.708 1.235 0.11
H 0.544 1.027 1.042 0.03
H -0.707 2.477 -0.280 0.06
H 0.498 1.578 -0.884 0.09
H 3.602 -0.880 0.068 -0.04
N -0.569 1.559 -0.603 0.04
N 1.172 -1.124 -0.371 -0.21
S 2.434 0.129 -0.098 0.66
```

Gap between HOMO and LUMO   9.54 eV
Spin multiplicity   1
Highest occupied orbital energy   -0.3273 hartree
Energy above the lowest of the compared OMol25 structures with the same formula, charge and spin   370.31 kJ/mol
Electronic energy   -626.68224 a.u.
F_max   5.30 eV/Å